1.
The following is a DFT calculation (ωB97M-V with the def2-TZVPD basis set) of FH3P2S2 as an isolated structure.

Atoms and positions in Å:
H: -1.27 -1.68 0.51
F: -0.99 0.48 0.84
S: 1.34 -1.07 -1.91
S: 1.36 2.13 -0.86
H: -1.79 -1.13 2.14
H: 0.34 2.14 -1.75
P: 1.50 0.09 -0.37
P: -0.50 -0.98 1.40

The calculation puts the energy above the lowest of the compared OMol25 structures with the same formula, charge and spin at 159.2 kJ/mol. Its lowest unoccupied orbital energy is -0.0602 Eh. For the HOMO energy, the calculation gives -0.331 hartree. Its total charge is 0.

Mulliken atomic charge list, values in e, 5 entries: number 1, H, carries 0.06; number 2, F, carries -0.24; number 3, S, carries -0.24; number 4, S, carries -0.25; number 5, H, carries 0.06

=====

2.
The following is a DFT calculation (ωB97M-V with the def2-TZVPD basis set) of FHN2O2S as an isolated structure.

Atoms and positions in Å:
N: -0.33 0.64 0.35
N: 0.97 -0.71 0.08
S: -1.43 0.40 -0.72
H: -2.27 -0.02 0.15
F: 0.51 1.73 0.13
O: 1.99 -0.45 0.57
O: 0.56 -1.60 -0.56

The calculation puts the energy above the lowest of the compared OMol25 structures with the same formula, charge and spin at 385.0 kJ/mol. Its lowest unoccupied orbital energy is -0.0096 Eh. For the HOMO energy, the calculation gives -0.352 hartree. Its total charge is 0.

Mulliken atomic charge list, values in e, 5 entries: number 1, N, carries -0.01; number 2, N, carries 0.95; number 3, S, carries 0.01; number 4, H, carries 0.18; number 5, F, carries -0.16

=====

3.
The following is a DFT calculation (ωB97M-V with the def2-TZVPD basis set) of a 2-piece molecular cluster, FHN2O2S overall.

Atoms and positions in Å:
H: -0.94 -0.78 -0.40
S: -1.15 0.78 -0.24
N: 1.29 -1.48 -0.03
O: 2.54 0.41 0.04
F: -1.20 0.40 1.37
N: 1.88 -0.54 -0.11
O: -2.42 1.22 -0.62

The calculation puts the energy above the lowest of the compared OMol25 structures with the same formula, charge and spin at 43.0 kJ/mol. Its lowest unoccupied orbital energy is 0.0103 Eh. For the HOMO energy, the calculation gives -0.385 hartree. Its total charge is 0.

Mulliken atomic charge list, values in e, 5 entries: number 1, H, carries 0.17; number 2, S, carries 0.49; number 3, N, carries -0.35; number 4, O, carries -0.51; number 5, F, carries -0.24

=====

4.
The following is a DFT calculation (ωB97M-V with the def2-TZVPD basis set) of FHN2O3 as an isolated structure.

Atoms and positions in Å:
O: 0.11 2.11 -0.97
H: -1.14 -1.40 0.68
O: 1.07 -0.49 -0.96
N: 0.79 0.02 0.09
N: 0.17 1.72 0.11
F: -1.65 -1.56 -0.11
O: 0.66 -0.41 1.16

The calculation puts the energy above the lowest of the compared OMol25 structures with the same formula, charge and spin at 0.0 kJ/mol. Its lowest unoccupied orbital energy is -0.0672 Eh. For the HOMO energy, the calculation gives -0.377 hartree. Its total charge is 0.

Mulliken atomic charge list, values in e, 5 entries: number 1, O, carries -0.15; number 2, H, carries 0.42; number 3, O, carries -0.45; number 4, N, carries 0.78; number 5, N, carries 0.33

=====

5.
The following is a DFT calculation (ωB97M-V with the def2-TZVPD basis set) of a 2-piece molecular cluster, FHNO3 overall.

Atoms and positions in Å:
O: -0.44 0.04 -0.27
H: 1.65 0.01 0.02
F: 2.23 0.75 0.16
O: 0.66 -1.09 -0.24
O: -2.42 0.64 0.25
N: -1.67 -0.34 0.08

The calculation puts the energy above the lowest of the compared OMol25 structures with the same formula, charge and spin at 0.0 kJ/mol. Its lowest unoccupied orbital energy is 0.1748 Eh. For the HOMO energy, the calculation gives -0.179 hartree. Its total charge is -1.

Mulliken atomic charge list, values in e, 5 entries: number 1, O, carries -0.08; number 2, H, carries 0.46; number 3, F, carries -0.52; number 4, O, carries -0.59; number 5, O, carries -0.47

=====

6.
The following is a DFT calculation (ωB97M-V with the def2-TZVPD basis set) of FIO3S as an isolated structure.

Atoms and positions in Å:
O: -0.08 -0.29 -0.61
S: 1.22 0.03 0.41
O: -2.67 -1.31 0.46
O: 2.38 -0.28 -0.29
I: -1.88 0.19 -0.07
F: 1.02 1.66 0.11

The calculation puts the energy above the lowest of the compared OMol25 structures with the same formula, charge and spin at 255.7 kJ/mol. Its lowest unoccupied orbital energy is -0.0417 Eh. For the HOMO energy, the calculation gives -0.355 hartree. Its total charge is 0.

Mulliken atomic charge list, values in e, 5 entries: number 1, O, carries -0.48; number 2, S, carries 0.80; number 3, O, carries -0.59; number 4, O, carries -0.36; number 5, I, carries 0.90

=====

7.
The following is a DFT calculation (ωB97M-V with the def2-TZVPD basis set) of FLi5 as an isolated structure.

Atoms and positions in Å:
Li: 0.50 -0.70 -1.39
Li: 1.91 -0.35 0.66
Li: 0.23 1.25 1.38
Li: -0.81 0.99 -0.10
Li: -1.74 -1.00 -0.69
F: -0.09 -0.19 0.14

The calculation puts the energy above the lowest of the compared OMol25 structures with the same formula, charge and spin at 1180.8 kJ/mol. Its lowest unoccupied orbital energy is -0.7568 Eh. For the HOMO energy, the calculation gives -1.437 hartree. Its total charge is +4.

Mulliken atomic charge list, values in e, 5 entries: number 1, Li, carries 0.98; number 2, Li, carries 0.97; number 3, Li, carries 0.98; number 4, Li, carries 0.90; number 5, Li, carries 0.96

=====

8.
The following is a DFT calculation (ωB97M-V with the def2-TZVPD basis set) of one molecule with the formula FNO3S.

Atoms and positions in Å:
O: -0.21 -0.40 0.14
N: -1.37 -0.57 -0.80
S: 1.05 -0.07 1.24
O: -1.49 0.05 -1.76
O: 0.78 1.19 1.88
F: 2.43 0.00 0.10

The calculation puts the energy above the lowest of the compared OMol25 structures with the same formula, charge and spin at 113.3 kJ/mol. Its lowest unoccupied orbital energy is -0.0410 Eh. For the HOMO energy, the calculation gives -0.405 hartree. Its total charge is 0.

Mulliken atomic charge list, values in e, 5 entries: number 1, O, carries -0.43; number 2, N, carries 0.49; number 3, S, carries 0.81; number 4, O, carries -0.17; number 5, O, carries -0.37

=====

9.
The following is a DFT calculation (ωB97M-V with the def2-TZVPD basis set) of FeH13O7 as an isolated structure.

Atoms and positions in Å:
H: 24.79 -34.40 -18.19
O: 24.21 -34.62 -17.44
O: 28.40 -34.86 -20.31
H: 26.72 -36.86 -19.02
H: 23.90 -33.78 -17.10
H: 25.53 -33.35 -19.63
H: 29.03 -35.59 -20.41
H: 30.07 -34.39 -16.88
H: 28.86 -32.25 -19.27
O: 27.04 -34.33 -16.53
H: 26.47 -35.08 -16.31
Fe: 27.77 -34.34 -18.43
H: 30.18 -35.48 -17.94
O: 28.42 -32.44 -18.43
O: 27.28 -36.37 -18.40
H: 28.35 -31.59 -17.98
O: 29.59 -34.80 -17.60
H: 27.43 -34.05 -15.69
O: 26.12 -34.01 -19.22
H: 28.20 -34.58 -21.21
H: 27.54 -37.02 -17.73

Its spin multiplicity is 6. The calculation puts the energy above the lowest of the compared OMol25 structures with the same formula, charge and spin at 52.9 kJ/mol. Its lowest unoccupied orbital energy (spin up / spin down) is -0.2722 / -0.3706 Eh. For the HOMO energy (spin up / spin down), the calculation gives -0.633 / -0.632 hartree. Its total charge is +2.

Mulliken atomic charge list, values in e, 5 entries: number 1, H, carries 0.39; number 2, O, carries -0.63; number 3, O, carries -0.32; number 4, H, carries 0.31; number 5, H, carries 0.32

=====

10.
The following is a DFT calculation (ωB97M-V with the def2-TZVPD basis set) of FeH26O25S3V as an isolated structure.

Atoms and positions in Å:
H: -1.58 1.84 -1.83
H: 3.67 0.19 1.63
O: 2.70 -0.93 -0.96
H: -3.64 1.22 0.46
O: 2.65 -3.40 -0.38
H: 0.40 2.72 -1.75
H: 3.07 2.49 0.84
S: 1.37 -4.01 -0.37
O: -0.34 1.63 -0.75
O: 0.35 -3.01 -0.84
H: 0.49 4.22 -1.85
O: -3.82 -2.23 1.49
S: -3.83 -1.44 2.70
H: 3.08 1.41 -2.02
H: -0.46 3.08 0.00
O: -2.56 -2.76 -0.70
H: 1.90 2.02 -2.57
H: 1.30 0.76 3.49
O: -0.76 -0.67 -0.43
H: 1.67 -0.38 1.96
O: 0.55 -1.11 -2.68
H: -2.24 0.07 -2.95
O: -2.29 1.79 -2.47
H: 0.54 -0.27 -3.10
O: -3.44 0.32 0.08
H: -2.47 -1.17 -3.85
Fe: -0.98 -2.06 -1.71
S: -0.21 0.52 0.17
H: 2.20 -0.52 -0.25
H: 1.26 -1.05 -2.02
O: 1.03 -4.28 1.01
H: -2.98 -0.02 0.87
O: -0.80 0.66 1.46
O: 0.75 1.24 4.12
H: -2.90 -2.46 0.16
O: 4.38 0.45 1.03
H: 0.12 3.89 1.27
O: -3.49 -2.32 3.78
O: 1.38 -5.12 -1.33
O: 2.12 -0.60 2.76
V: -1.29 0.61 3.45
H: 1.21 1.40 4.96
O: 0.60 3.44 -2.37
O: -2.22 -0.92 -2.93
H: 2.17 -1.55 2.83
H: 2.17 1.59 0.14
O: 2.74 2.31 -0.05
O: 1.22 0.39 0.46
H: 3.79 0.90 0.40
H: -2.19 2.46 -3.17
O: -5.15 -0.88 2.91
H: 2.75 -1.83 -0.57
O: -0.52 3.88 0.55
H: -3.16 -3.55 -0.97
O: 2.58 1.39 -2.78
O: -2.87 -0.35 2.71

Its spin multiplicity is 9. The calculation puts the energy above the lowest of the compared OMol25 structures with the same formula, charge and spin at 0.0 kJ/mol. Its lowest unoccupied orbital energy (spin up / spin down) is 0.0185 / -0.0254 Eh. For the HOMO energy (spin up / spin down), the calculation gives -0.206 / -0.206 hartree. Its total charge is -1.

Mulliken atomic charge list, values in e, 5 entries: number 1, H, carries 0.44; number 2, H, carries 0.33; number 3, O, carries -0.76; number 4, H, carries 0.32; number 5, O, carries -0.80

=====

11.
The following is a DFT calculation (ωB97M-V with the def2-TZVPD basis set) of a 6-piece molecular cluster, H10IO5 overall.

Atoms and positions in Å:
H: 2.32 -3.35 0.37
O: -1.25 -1.80 -2.22
H: 2.76 0.05 -0.19
O: -0.19 2.39 2.61
H: -0.85 2.93 3.06
H: 1.63 -2.00 0.29
O: -2.20 1.87 -1.41
O: 2.47 -2.40 0.44
H: -2.18 -1.61 -2.12
H: -0.60 1.52 2.54
O: 2.22 0.68 -0.68
H: 1.37 0.30 -0.60
H: -0.87 -1.61 -1.35
H: -1.87 1.08 -1.03
I: -0.71 -0.59 0.97
H: -2.05 2.51 -0.68

The calculation puts the energy above the lowest of the compared OMol25 structures with the same formula, charge and spin at 38.6 kJ/mol. Its lowest unoccupied orbital energy is 0.1180 Eh. For the HOMO energy, the calculation gives -0.182 hartree. Its total charge is -1.

Mulliken atomic charge list, values in e, 5 entries: number 1, H, carries 0.25; number 2, O, carries -0.65; number 3, H, carries 0.35; number 4, O, carries -0.59; number 5, H, carries 0.27

=====

12.
The following is a DFT calculation (ωB97M-V with the def2-TZVPD basis set) of H10LiO5 as an isolated structure.

Atoms and positions in Å:
O: 1.45 0.30 1.50
H: -1.31 2.86 0.20
Li: -0.02 0.06 -0.16
O: -1.02 2.27 -0.38
H: 1.48 -2.61 0.72
H: 2.28 -0.26 1.72
H: 0.53 0.47 -2.88
O: -1.75 -0.58 0.81
H: -0.23 2.67 -0.45
H: 1.41 -2.44 -0.79
O: -0.10 0.25 -2.23
H: -1.49 -0.89 1.59
H: -2.59 -0.28 0.80
H: -0.68 -0.43 -2.65
H: 1.09 0.69 2.21
O: 0.94 -2.07 -0.01

The calculation puts the energy above the lowest of the compared OMol25 structures with the same formula, charge and spin at 177.2 kJ/mol. Its lowest unoccupied orbital energy is -0.1214 Eh. For the HOMO energy, the calculation gives -0.576 hartree. Its total charge is +1.

Mulliken atomic charge list, values in e, 5 entries: number 1, O, carries -0.58; number 2, H, carries 0.24; number 3, Li, carries 0.88; number 4, O, carries -0.51; number 5, H, carries 0.31

=====

13.
The following is a DFT calculation (ωB97M-V with the def2-TZVPD basis set) of a 5-piece molecular cluster, H10O4S overall.

Atoms and positions in Å:
H: -1.58 0.90 -0.62
O: 1.88 0.33 1.74
S: -1.58 1.96 0.15
H: -2.43 -1.30 3.40
O: 2.64 -2.84 -1.02
H: -0.38 -0.15 -3.40
H: 1.68 -2.81 -0.83
O: -1.72 -0.92 2.87
H: 2.98 -2.08 -0.53
H: 1.10 0.03 1.36
O: 0.50 -0.12 -3.76
H: 0.40 -0.56 -4.58
H: -2.10 2.75 -0.68
H: -2.29 -0.53 2.17
H: 1.53 0.69 2.59

The calculation puts the energy above the lowest of the compared OMol25 structures with the same formula, charge and spin at 119.4 kJ/mol. Its lowest unoccupied orbital energy is 0.0050 Eh. Its SMILES is O.O.O.O.S. For the HOMO energy, the calculation gives -0.377 hartree. Its total charge is 0.

Mulliken atomic charge list, values in e, 5 entries: number 1, H, carries 0.11; number 2, O, carries -0.60; number 3, S, carries -0.23; number 4, H, carries 0.31; number 5, O, carries -0.64

=====

14.
The following is a DFT calculation (ωB97M-V with the def2-TZVPD basis set) of a 5-piece molecular cluster, H10O4S overall.

Atoms and positions in Å:
H: 1.29 1.19 -1.00
H: 0.36 -1.04 -2.15
O: -1.13 2.40 0.60
H: 2.53 2.14 -0.93
H: -2.93 -0.63 1.77
H: 0.38 -3.13 -0.18
S: -2.17 -1.50 1.11
O: 0.83 -2.54 0.45
H: -0.82 2.93 1.34
O: 0.61 -0.45 -1.43
H: -1.33 -0.55 0.68
H: 1.30 -0.87 -0.90
H: -1.04 2.94 -0.18
H: 0.26 -2.60 1.23
O: 1.85 1.71 -0.40

The calculation puts the energy above the lowest of the compared OMol25 structures with the same formula, charge and spin at 62.1 kJ/mol. Its lowest unoccupied orbital energy is 0.0211 Eh. Its SMILES is O.O.O.O.S. For the HOMO energy, the calculation gives -0.354 hartree. Its total charge is 0.

Mulliken atomic charge list, values in e, 5 entries: number 1, H, carries 0.37; number 2, H, carries 0.28; number 3, O, carries -0.60; number 4, H, carries 0.30; number 5, H, carries 0.14

=====

15.
The following is a DFT calculation (ωB97M-V with the def2-TZVPD basis set) of a 5-piece molecular cluster, H10O4S2 overall.

Atoms and positions in Å:
O: 0.77 4.03 -0.49
H: -2.17 -2.21 0.57
H: -0.74 -1.63 -1.95
S: 1.64 -1.20 -0.26
H: 0.56 3.44 -1.21
O: -1.77 -1.42 0.94
H: -2.22 -0.76 0.44
H: 2.76 0.05 1.79
S: 2.41 -1.25 1.68
H: 2.51 -2.07 -0.74
H: -1.30 -1.69 -3.35
O: -1.53 -1.45 -2.44
H: 0.39 3.58 0.25
O: -0.43 1.25 1.62
H: -0.91 0.63 2.20
H: 0.01 0.71 0.96

The calculation puts the energy above the lowest of the compared OMol25 structures with the same formula, charge and spin at 63.4 kJ/mol. Its lowest unoccupied orbital energy is -0.0042 Eh. Its SMILES is SS.O.O.O.O. For the HOMO energy, the calculation gives -0.349 hartree. Its total charge is 0.

Mulliken atomic charge list, values in e, 5 entries: number 1, O, carries -0.64; number 2, H, carries 0.27; number 3, H, carries 0.29; number 4, S, carries -0.18; number 5, H, carries 0.31

=====

16.
The following is a DFT calculation (ωB97M-V with the def2-TZVPD basis set) of a 5-piece molecular cluster, H10O4S2 overall.

Atoms and positions in Å:
H: -1.84 0.19 -0.52
O: -1.24 4.69 -1.34
O: -0.50 1.00 -1.73
H: -0.96 -4.34 -2.01
H: 0.34 -3.54 -1.92
O: -0.53 -3.52 -2.35
S: 2.04 -1.02 0.84
H: -1.99 -0.10 0.99
H: -0.08 1.00 -2.56
H: 1.26 -0.78 -0.11
O: -2.55 0.21 0.19
H: -0.31 4.39 -1.52
H: 1.39 -0.72 3.30
S: 0.65 -0.31 2.27
H: -0.49 1.88 -1.45
H: -1.81 4.36 -2.08

Its spin multiplicity is 2. The calculation puts the energy above the lowest of the compared OMol25 structures with the same formula, charge and spin at 38.4 kJ/mol. Its lowest unoccupied orbital energy (spin up / spin down) is -0.2364 / -0.3403 Eh. For the HOMO energy (spin up / spin down), the calculation gives -0.518 / -0.518 hartree. Its total charge is +1.

Mulliken atomic charge list, values in e, 5 entries: number 1, H, carries 0.34; number 2, O, carries -0.64; number 3, O, carries -0.60; number 4, H, carries 0.34; number 5, H, carries 0.29